ORCA calculation (ωB97M-V/def2-TZVPD) on a structure of composition C31H42N2O2RbS5.

Properties
HOMO-LUMO gap = 8.8 eV
max |F| = 0.25 eV/A
E = -94731.7122 eV
relative energy (zero: lowest compared OMol25 entry of this formula, charge and spin) = 4.72 kcal/mol
net charge = +1

Positions of all 83 atoms, in Å:
Rb 0.17051 -0.57371 -0.10313
C -2.84420 1.50578 -2.27922
C -3.81332 1.20930 -1.13742
S -3.20818 -0.02435 0.04500
C -3.44874 0.78558 1.64662
C -2.80717 2.15488 1.85753
S -1.00842 2.20004 1.61834
C -0.79291 3.59972 0.48795
C -1.54858 3.56376 -0.83636
S -1.18881 2.10759 -1.85289
H -2.64149 0.59540 -2.84699
H -3.31692 2.21318 -2.96283
H -4.06427 2.11832 -0.59272
H -4.74543 0.84785 -1.57412
H -4.51625 0.87152 1.85746
H -3.03608 0.06416 2.35494
H -3.25318 2.89760 1.19795
H -3.02608 2.47561 2.87664
H -1.04063 4.52577 1.00968
H 0.28316 3.61743 0.30131
H -2.62353 3.61284 -0.67109
H -1.28335 4.45985 -1.39906
O -1.02070 -2.13526 1.82591
S -1.80762 -3.28062 2.37922
C -2.51419 -4.11329 0.93052
C -1.48459 -4.53202 -0.10911
C -2.13679 -5.03218 -1.40101
C -2.79353 -3.96968 -2.27266
S -1.72169 -2.76885 -3.12222
O -1.02188 -1.95166 -2.08378
C -0.50916 -3.91336 -3.76959
C 0.77763 -3.88455 -3.26128
C 1.71958 -4.77133 -3.76664
C 1.36915 -5.66534 -4.76770
C 0.07801 -5.67026 -5.28210
C -0.86745 -4.78510 -4.78933
C -0.62584 -4.53720 2.84968
C 0.71716 -4.34253 2.57942
C 1.62799 -5.32090 2.95399
C 1.18880 -6.47254 3.59203
C -0.16103 -6.64934 3.86917
C -1.07672 -5.67441 3.50517
H -3.21160 -3.36451 0.54449
H -3.09531 -4.96062 1.30321
H -0.87549 -5.33948 0.30092
H -0.81850 -3.69559 -0.32268
H -2.90679 -5.76880 -1.15044
H -1.39322 -5.56655 -1.99479
H -3.49264 -3.33470 -1.72228
H -3.35603 -4.43537 -3.08609
H 1.02970 -3.16387 -2.49441
H 2.72996 -4.75965 -3.37942
H 2.10602 -6.35432 -5.15849
H -0.18897 -6.35814 -6.07306
H -1.87086 -4.77370 -5.19932
H 1.02758 -3.43052 2.08522
H 2.68191 -5.18504 2.74971
H 1.90164 -7.23192 3.88437
H -0.49762 -7.54192 4.37914
H -2.12890 -5.79480 3.73704
N 2.43782 -0.08420 2.10141
C 3.34220 0.75742 1.42471
C 4.52692 0.24596 0.90300
C 5.40173 1.07808 0.22308
C 5.10025 2.42002 0.03134
C 3.91041 2.92482 0.53796
C 3.03769 2.10302 1.23400
H 2.88299 -0.87389 2.54717
H 1.87790 0.41027 2.78370
H 4.76992 -0.80046 1.04656
H 6.33482 0.67310 -0.14972
H 5.79188 3.06921 -0.48906
H 3.66927 3.97248 0.40933
H 2.12352 2.50556 1.65815
C 4.68476 0.37290 -4.64772
C 4.35633 1.04637 -3.31438
C 3.27848 0.35989 -2.60344
N 2.44511 -0.21548 -2.06384
H 5.49302 0.91089 -5.13949
H 3.82002 0.37184 -5.30910
H 5.00157 -0.65775 -4.49539
H 4.04867 2.08284 -3.46196
H 5.22178 1.06527 -2.65252

Löwdin atomic charge list, values in e, 4 entries: number 1, Rb, carries 0.6880; number 2, C, carries -0.5259; number 3, C, carries -0.5085; number 4, S, carries 0.8173

=====

ORCA calculation (ωB97M-V/def2-TZVPD) on an isolated molecule of C31H42N4O2.

Properties
HOMO-LUMO gap = 8.8 eV
max |F| = 0.65 eV/A
E = -42886.2559 eV
SMILES = C[C@@H](CN1C2=NC[C@H](Cc3ccccc3)N2C[C@H]1Cc1ccc(O)cc1)NC(=O)CCC1CCCCC1
relative energy (zero: lowest compared OMol25 entry of this formula, charge and spin) = 0.00 kcal/mol

Positions of all 79 atoms, in Å:
C 2.24293 3.49649 -1.57717
C 1.68863 2.56520 -0.50428
C 0.14686 2.66351 -0.44028
N -0.42978 1.66163 0.40582
C -0.80142 0.43670 -0.01389
N -0.59488 -0.21412 -1.09836
C -1.20339 -1.52182 -0.88181
C -1.53160 -1.61123 0.63803
C -2.88212 -2.27017 0.95756
C -4.02366 -1.60683 0.24319
C -4.59122 -2.18798 -0.88390
C -5.61870 -1.55781 -1.56397
C -6.09108 -0.33296 -1.12646
C -5.53539 0.25256 -0.00166
C -4.51175 -0.38113 0.67891
N -1.50048 -0.20972 0.98679
C -1.15121 0.39979 2.24367
C -0.78497 1.83531 1.80868
C 0.34873 2.43256 2.65011
C -0.01214 2.41378 4.10825
C 0.59846 1.52342 4.97949
C 0.25103 1.48677 6.31786
C -0.72301 2.34637 6.80876
O -1.09953 2.34595 8.11765
C -1.33934 3.24574 5.94442
C -0.98196 3.27412 4.61195
N 2.06700 1.19986 -0.78196
C 2.46701 0.34240 0.18273
O 2.71861 0.68604 1.32342
C 2.59484 -1.08734 -0.30320
C 3.53816 -1.24072 -1.50839
C 2.93154 -2.06822 -2.64811
C 4.01664 -2.48529 -3.64397
C 3.43076 -3.33157 -4.77070
C 2.32809 -2.56912 -5.49807
C 1.24421 -2.14252 -4.51347
C 1.84014 -1.29531 -3.39233
H 1.84055 3.22954 -2.55201
H 1.97299 4.52615 -1.35903
H 3.32634 3.42102 -1.61449
H 2.12274 2.81182 0.46928
H -0.25199 2.50929 -1.44839
H -0.15197 3.65347 -0.08572
H -0.52286 -2.31173 -1.20926
H -2.11828 -1.59287 -1.47881
H -0.73887 -2.16169 1.17634
H -3.03714 -2.21302 2.03798
H -2.82126 -3.32265 0.67414
H -4.22868 -3.14618 -1.23040
H -6.04975 -2.02394 -2.43821
H -6.89113 0.16151 -1.65765
H -5.90348 1.20646 0.34793
H -4.08626 0.07863 1.55789
H -1.98165 0.38274 2.95337
H -0.28373 -0.09562 2.70622
H -1.67236 2.48521 1.87968
H 1.25652 1.85079 2.48138
H 0.52487 3.46178 2.32874
H 1.36486 0.85824 4.60992
H 0.73971 0.79016 6.98693
H -0.58676 1.68853 8.60294
H -2.08914 3.91311 6.33861
H -1.46113 3.98361 3.95265
H 1.66642 0.79663 -1.61717
H 1.58914 -1.40929 -0.57632
H 2.93264 -1.69999 0.53319
H 3.81230 -0.25747 -1.89669
H 4.46126 -1.72003 -1.17665
H 2.49180 -2.97747 -2.22201
H 4.79557 -3.05139 -3.12765
H 4.48007 -1.58985 -4.06540
H 3.01727 -4.25248 -4.35241
H 4.21949 -3.60926 -5.47348
H 1.89709 -3.19495 -6.28250
H 2.75450 -1.68278 -5.97392
H 0.46947 -1.57387 -5.03163
H 0.77337 -3.03066 -4.08541
H 1.04147 -0.99350 -2.71178
H 2.27996 -0.39232 -3.82554

Löwdin atomic charge list, values in e, 4 entries: number 1, C, carries -0.0435; number 2, C, carries -0.3375; number 3, C, carries -0.0933; number 4, N, carries 0.0039

=====

ORCA calculation (ωB97M-V/def2-TZVPD) on a structure of composition C31H42N8O8Pt at a distorted geometry.

Properties
HOMO-LUMO gap (spin up / spin down) = 6.2 / 6.3 eV
max |F| = 1.59 eV/A
E = -64374.9576 eV
relative energy (zero: lowest compared OMol25 entry of this formula, charge and spin) = 53.40 kcal/mol

Positions of all 90 atoms, in Å:
Pt 2.02529 -2.27081 -0.05531
N 1.97990 -2.28245 2.00013
C 3.13952 -1.48229 2.43498
C 3.33292 -1.38096 3.94040
C 2.27530 -0.65016 4.77765
C 2.08856 0.82468 4.44736
N 1.02420 1.42641 5.26297
C -0.25224 1.62709 4.93063
N -0.73138 1.40440 3.73360
N -1.09081 2.06916 5.89488
C 4.39253 -2.06290 1.71990
O 5.46763 -2.01514 2.28958
O 4.15485 -2.52992 0.55523
H 1.09503 -1.92511 2.34976
H 2.08697 -3.25952 2.27360
H 2.99407 -0.49686 1.98018
H 4.30932 -0.91596 4.08030
H 3.42714 -2.39177 4.34813
H 2.59760 -0.72820 5.82032
H 1.29674 -1.13939 4.72318
H 1.88362 0.97886 3.38913
H 2.99409 1.38691 4.68171
H 1.23530 1.52589 6.24433
H -0.20803 1.11416 2.88255
H -1.69493 1.64783 3.56335
H -0.73040 2.36383 6.78434
H -1.99620 2.41619 5.63098
O -1.43419 -4.41637 -0.26208
N -0.40737 -3.78964 -0.16452
O -0.41046 -2.52817 -0.25415
O 0.69301 -4.34990 0.01732
C -2.43241 -2.56917 -2.74487
C -1.57290 -3.33718 -3.73855
N -1.15991 -2.52918 -4.88308
C -2.19924 -2.14193 -5.83526
C -2.59056 -0.67480 -5.72334
C 0.10664 -2.18065 -5.19625
O 0.39112 -1.60405 -6.23529
C 1.21497 -2.51668 -4.23851
C 2.38810 -3.06211 -4.74286
C 3.44883 -3.30204 -3.88725
C 3.31402 -2.98247 -2.54838
N 2.18675 -2.44343 -2.07544
C 1.16370 -2.20289 -2.89302
H -2.60397 -3.17838 -1.85837
H -3.39431 -2.30027 -3.18325
H -1.93158 -1.65435 -2.42966
H -2.13285 -4.19450 -4.12444
H -0.69195 -3.74242 -3.24405
H -3.05961 -2.78582 -5.64674
H -1.83183 -2.34510 -6.84232
H -2.94070 -0.43729 -4.71959
H -3.38857 -0.44552 -6.42909
H -1.73578 -0.04304 -5.95518
H 2.45783 -3.27594 -5.80030
H 4.37403 -3.72607 -4.24645
H 4.10200 -3.14223 -1.82338
H 0.29191 -1.75398 -2.43629
C -5.26390 1.75435 1.76875
C -3.98619 2.54137 1.66300
C -3.85853 3.74826 2.34024
C -2.68870 4.48689 2.24319
C -1.62800 4.01037 1.49429
C -1.74143 2.79831 0.80447
N -0.65510 2.24448 0.12170
C 0.45854 2.92768 -0.36872
C 0.34949 4.22147 -0.87976
C 1.46041 4.86925 -1.39048
C 2.69301 4.23294 -1.43573
C 2.79548 2.93183 -0.97267
C 1.70047 2.27755 -0.42325
C 1.86265 0.85257 0.05273
O 2.52426 0.08541 -0.65098
O 1.31992 0.52824 1.14649
C -2.93496 2.06611 0.86960
C -3.08354 0.77578 0.10908
H -5.94263 2.21354 2.48492
H -5.07376 0.72754 2.08450
H -5.77625 1.70222 0.80649
H -4.68484 4.11460 2.93523
H -2.60063 5.43565 2.75579
H -0.70319 4.56653 1.43646
H -0.49885 1.26086 0.28794
H -0.61405 4.71126 -0.88410
H 1.35545 5.87502 -1.77637
H 3.55520 4.73542 -1.85057
H 3.73124 2.39295 -1.03490
H -2.33282 0.69259 -0.67370
H -4.06364 0.71683 -0.36307
H -2.98642 -0.09632 0.76019

Löwdin atomic charge list, values in e, 4 entries: number 1, Pt, carries 1.1687; number 2, N, carries -0.0403; number 3, C, carries -0.2930; number 4, C, carries -0.1406